(1)
ORCA calculation (the ωB97M-V functional and the def2-TZVPD basis) on a 2-piece molecular cluster, C6H11NO overall at a distorted geometry.

```
19
Properties=species:S:1:pos:R:3:forces:R:3:lowdin_charge:R:1
C -0.791 -2.113 -0.777 -0.614 0.711 -0.067 -0.04
C -0.662 -0.863 0.059 0.934 -1.019 0.359 -0.25
C -0.697 -0.839 1.491 -0.103 -0.238 -0.169 -0.05
C -0.392 0.423 1.885 -0.028 1.158 0.750 -0.15
N -0.210 1.187 0.773 0.368 -0.358 -1.181 0.03
C -0.276 0.378 -0.352 -0.996 0.844 -0.158 -0.31
C -0.169 0.945 -1.734 0.005 0.185 0.191 -0.02
H -0.351 -2.981 -0.291 -0.111 -0.018 0.100 0.07
H -1.851 -2.284 -0.991 0.097 -0.350 0.093 0.08
H -0.311 -1.994 -1.741 0.196 0.037 -0.156 0.06
H -0.918 -1.663 2.146 -0.024 -0.109 0.025 0.10
H -0.305 0.929 2.842 -0.129 -0.504 -0.055 0.11
H 0.148 2.122 0.709 -0.092 0.139 0.411 0.15
H -0.743 1.865 -1.883 -0.145 -0.121 0.291 0.08
H -0.573 0.219 -2.436 0.300 -0.004 -0.173 0.07
H 0.856 1.222 -1.983 0.134 -0.257 -0.258 0.07
O 2.757 1.377 0.688 -0.659 -0.288 -0.220 -0.06
H 2.457 0.955 1.504 0.253 0.070 0.074 0.03
H 2.031 1.113 0.091 0.614 0.121 0.144 0.01
```
Positions in Å, forces in eV/Å.

lowest unoccupied orbital energy	0.88	eV
SMILES string	Cc1cc[nH]c1C.O
Kohn-Sham gap	0.3367	Eh
molecular weight	113.16	g mol⁻¹

(2)
ORCA calculation (the ωB97M-V functional and the def2-TZVPD basis) on one molecule with the formula C26H22N4O4S2 at a distorted geometry.

```
58
Properties=species:S:1:pos:R:3:forces:R:3:lowdin_charge:R:1
C -0.297 -5.289 0.044 0.168 -0.038 -0.202 -0.07
O -1.234 -5.074 1.069 -0.282 0.241 0.394 -0.09
C -1.563 -3.791 1.400 0.022 0.003 0.064 -0.18
C -1.045 -2.678 0.760 0.053 -0.161 -0.108 0.03
C -1.424 -1.400 1.165 -0.214 -0.320 0.373 -0.17
C -0.875 -0.228 0.472 0.026 0.376 -0.189 -0.10
C 0.487 -0.131 0.200 -0.069 0.135 -0.088 0.06
C 0.985 1.008 -0.422 -0.397 -0.328 0.185 -0.20
C 2.421 1.210 -0.654 0.385 0.007 -0.055 -0.17
C 3.237 0.176 -1.103 -0.140 0.055 0.039 -0.03
C 4.586 0.396 -1.311 0.137 -0.041 -0.028 -0.08
C 5.137 1.641 -1.055 0.035 -0.021 0.016 -0.09
C 4.332 2.672 -0.600 0.064 0.030 0.084 -0.10
C 2.979 2.463 -0.411 -0.058 -0.088 0.068 -0.04
N 0.188 2.001 -0.810 0.171 -0.035 0.323 0.11
C -1.110 1.912 -0.603 -0.107 0.030 0.137 -0.51
S -2.079 3.220 -1.237 -0.198 0.263 -0.178 1.03
C -0.772 4.034 -2.205 -0.427 -0.319 0.631 -0.36
C -0.084 3.006 -3.067 -0.039 0.174 -0.339 -0.55
O -0.628 2.048 -3.559 -0.048 -0.018 -0.113 0.07
N 1.245 3.239 -3.373 0.139 -0.544 -0.542 0.11
C 2.108 4.211 -2.965 1.051 0.260 -0.256 -0.62
N 1.865 5.198 -2.178 -0.779 -0.208 0.125 0.04
C 2.960 5.977 -1.994 0.746 0.076 -0.170 -0.24
C 4.075 5.591 -2.658 -0.062 -0.061 -0.017 -0.41
S 3.763 4.165 -3.580 -0.610 0.263 0.251 1.03
C -1.707 0.825 0.062 1.119 0.032 -0.166 -0.16
C -3.106 0.791 0.229 -0.558 -0.024 -0.034 -0.23
N -4.248 0.785 0.328 -0.340 0.043 0.056 0.20
C -2.297 -1.250 2.223 0.104 -0.107 -0.044 0.05
C -2.825 -2.358 2.891 0.129 -0.077 -0.172 -0.18
O -3.635 -2.027 3.924 0.224 0.091 -0.218 -0.05
C -4.368 -2.997 4.640 -0.216 -0.247 0.356 -0.06
C -2.472 -3.646 2.470 -0.212 -0.214 0.074 -0.13
O -2.955 -4.757 3.132 0.531 0.462 -0.088 -0.11
C -3.720 -5.666 2.362 -0.229 -0.227 -0.174 -0.06
H -0.178 -6.370 -0.021 0.025 0.086 -0.035 0.10
H -0.655 -4.907 -0.918 0.026 0.003 0.048 0.10
H 0.670 -4.835 0.281 -0.040 0.002 -0.014 0.10
H -0.367 -2.785 -0.070 0.060 -0.062 -0.086 0.11
H 1.157 -0.913 0.519 0.057 -0.062 0.078 0.13
H 2.808 -0.793 -1.312 -0.047 -0.100 -0.015 0.11
H 5.212 -0.407 -1.670 0.045 -0.064 -0.035 0.10
H 6.193 1.807 -1.210 0.095 0.009 -0.015 0.10
H 4.759 3.643 -0.394 0.010 0.069 0.007 0.10
H 2.340 3.260 -0.062 -0.049 0.086 0.017 0.12
H -0.069 4.538 -1.545 -0.197 -0.055 -0.213 0.06
H -1.281 4.764 -2.835 0.030 0.035 -0.018 0.10
H 1.644 2.522 -3.968 -0.226 0.069 0.111 0.15
H 2.877 6.832 -1.349 0.089 0.185 0.090 0.11
H 5.043 6.046 -2.672 0.206 0.148 0.035 0.06
H -2.591 -0.275 2.576 -0.050 0.094 0.050 0.13
H -4.915 -2.433 5.395 0.014 -0.057 -0.062 0.10
H -5.080 -3.519 3.996 0.043 0.011 0.021 0.10
H -3.714 -3.725 5.123 -0.113 0.092 -0.031 0.10
H -4.114 -6.390 3.074 -0.045 0.002 -0.065 0.09
H -4.550 -5.156 1.861 0.030 -0.003 0.050 0.10
H -3.110 -6.180 1.617 -0.083 0.046 0.091 0.08
```
Positions in Å, forces in eV/Å.

lowest unoccupied orbital energy	-0.13	eV
SMILES string	COc1cc(-c2cc(-c3ccccc3)nc(SCC(=O)Nc3nccs3)c2C#N)cc(OC)c1OC
Kohn-Sham gap	0.3072	Eh
molecular weight	518.62	g mol⁻¹

(3)
ORCA calculation (the ωB97M-V functional and the def2-TZVPD basis) on one molecule with the formula C3H6N2 at a distorted geometry.

```
11
Properties=species:S:1:pos:R:3:forces:R:3:lowdin_charge:R:1
C -1.017 0.344 -0.761 -0.069 0.064 0.008 -0.05
C 0.129 -0.372 -0.009 -0.051 -0.125 -0.052 -0.43
N 1.401 0.317 -0.231 0.166 -0.039 0.157 0.03
C -0.190 -0.525 1.434 -0.161 -0.061 0.926 -0.20
N -0.418 -0.616 2.565 0.224 0.097 -1.149 0.14
H -1.791 0.706 -0.082 0.069 -0.049 -0.087 0.07
H -0.586 1.196 -1.294 -0.118 -0.170 0.091 0.07
H -1.482 -0.322 -1.493 0.057 0.112 0.138 0.07
H 0.233 -1.391 -0.396 -0.011 0.164 -0.003 0.14
H 2.183 -0.327 -0.224 -0.096 0.020 0.126 0.07
H 1.568 1.009 0.492 -0.011 -0.012 -0.154 0.08
```
Positions in Å, forces in eV/Å.

lowest unoccupied orbital energy	0.83	eV
SMILES string	C[C@@H](N)C#N
Kohn-Sham gap	0.4085	Eh
molecular weight	70.09	g mol⁻¹

(4)
ORCA calculation (the ωB97M-V functional and the def2-TZVPD basis) on an isolated ion of composition C12H26N3 and charge +1 at a distorted geometry.

```
41
Properties=species:S:1:pos:R:3:forces:R:3:lowdin_charge:R:1
C -3.683 0.584 -0.990 -1.333 -1.712 -1.483 -0.10
C -2.631 -0.039 -0.066 -0.467 1.112 2.084 -0.41
C -3.166 -1.430 0.360 1.208 -0.301 0.530 -0.09
C -1.220 0.107 -0.719 -2.071 1.326 3.300 -0.27
N -0.811 1.486 -0.508 1.387 1.083 0.072 0.07
C 0.580 1.547 -0.424 0.442 -0.272 -1.825 -0.19
C 1.147 2.760 0.245 0.404 -1.442 1.138 -0.40
C 0.859 2.852 1.744 -1.680 4.146 -0.737 -0.05
C 2.611 2.853 -0.054 1.823 1.990 0.788 -0.07
N 0.949 0.042 0.256 -0.734 1.336 -0.602 0.13
C 0.965 -1.029 -0.668 -1.175 -2.410 -0.879 -0.20
C 1.681 -2.317 -0.248 1.642 0.564 1.179 -0.32
C 1.276 -2.628 1.253 1.181 -1.443 0.350 -0.05
C 1.634 -3.528 -1.155 1.539 -0.038 1.045 -0.06
N -0.284 -0.724 0.064 1.147 -0.407 -0.748 0.10
H -3.334 1.457 -1.593 -0.554 -0.548 0.709 0.09
H -4.661 0.697 -0.471 0.880 0.804 -0.037 0.09
H -4.069 -0.251 -1.732 1.264 1.496 0.896 0.12
H -2.597 0.556 0.979 0.209 -0.886 -2.357 0.17
H -2.543 -1.944 1.276 -1.725 1.248 -2.493 0.12
H -3.141 -2.014 -0.593 -0.160 -0.279 1.090 0.08
H -4.239 -1.208 0.625 1.144 -0.761 0.039 0.09
H -1.180 -0.154 -1.739 -0.060 -0.363 -1.363 0.15
H -1.228 2.215 0.122 -0.273 -1.926 -0.627 0.16
H 1.126 1.427 -1.422 -0.945 -0.312 1.161 0.17
H 0.773 3.610 -0.305 -0.985 0.195 0.104 0.15
H 1.207 2.163 2.446 1.299 -1.444 0.505 0.05
H -0.256 2.901 1.993 1.352 0.389 -0.478 0.10
H 1.364 3.890 1.930 -1.231 -1.797 0.590 0.13
H 2.826 2.255 -0.873 0.549 -0.877 -1.946 0.04
H 3.349 2.498 0.687 -0.682 0.322 0.246 0.10
H 2.879 3.922 -0.339 -0.096 -1.378 0.517 0.12
H 1.349 -0.235 1.144 0.229 0.716 0.493 0.16
H 0.977 -0.808 -1.759 0.123 0.269 0.927 0.18
H 2.784 -1.955 -0.408 -1.483 -0.734 1.191 0.17
H 1.766 -1.910 1.870 0.089 0.995 0.766 0.04
H 1.667 -3.564 1.806 -0.292 0.966 -1.805 0.12
H 0.207 -2.635 1.470 0.122 0.205 -0.462 0.07
H 2.227 -4.368 -0.693 -0.920 0.828 -0.386 0.12
H 2.149 -3.265 -2.033 0.812 0.189 -1.389 0.06
H 0.691 -3.816 -1.478 -1.983 -0.849 -0.103 0.06
```
Positions in Å, forces in eV/Å.

lowest unoccupied orbital energy	-2.34	eV
SMILES string	CC(C)[C@H]1N[C@@H](C(C)C)[N@@H+]2[C@@H](C(C)C)N12
net charge	+1
Kohn-Sham gap	0.4162	Eh
molecular weight	212.36	g mol⁻¹

(5)
ORCA calculation (the ωB97M-V functional and the def2-TZVPD basis) on one molecule with the formula C4H6O at a distorted geometry.

```
11
Properties=species:S:1:pos:R:3:forces:R:3:lowdin_charge:R:1
C 0.657 0.933 -0.055 -0.527 -0.679 0.049 -0.04
C 1.018 -0.351 0.020 0.159 -0.333 0.006 -0.16
C -0.040 -1.349 0.077 -3.257 1.845 -0.112 -0.04
O -1.429 -0.297 0.013 2.659 -2.023 0.133 -0.17
C -0.926 1.020 -0.058 1.913 0.157 -0.011 -0.26
H 1.323 1.815 -0.107 -0.550 -0.697 0.043 0.10
H 1.895 -1.009 0.057 0.884 1.563 -0.088 0.12
H -0.028 -1.931 1.023 -0.544 0.473 -0.489 0.11
H -0.030 -2.035 -0.795 -0.527 0.516 0.427 0.11
H -1.225 1.643 0.813 -0.100 -0.430 -0.360 0.11
H -1.225 1.546 -0.990 -0.109 -0.392 0.401 0.11
```
Positions in Å, forces in eV/Å.

lowest unoccupied orbital energy	1.04	eV
SMILES string	C1=CCOC1
Kohn-Sham gap	0.3789	Eh
molecular weight	70.09	g mol⁻¹

(6)
ORCA calculation (the ωB97M-V functional and the def2-TZVPD basis) on an isolated ion of composition C3H8N4 and charge +2 at a distorted geometry.

```
15
Properties=species:S:1:pos:R:3:forces:R:3:lowdin_charge:R:1
C 1.683 0.665 -0.701 -2.329 0.634 -0.242 0.08
N 1.121 0.198 0.678 2.096 0.598 -1.066 0.01
C 0.208 -0.896 0.503 -4.823 -0.744 0.774 0.00
C -1.198 -0.140 -0.129 1.018 -1.707 0.315 -0.05
N -1.615 1.172 0.084 0.498 -0.551 0.483 0.19
N -2.748 0.535 0.193 -0.282 0.939 0.362 0.25
N -2.462 -0.571 -0.558 -0.025 -1.065 -0.842 0.17
H 2.672 0.429 -0.794 2.515 -0.757 -0.248 0.09
H 1.062 0.223 -1.504 0.472 -0.124 0.546 0.12
H 1.525 1.743 -0.789 0.252 -0.089 0.315 0.13
H 1.795 -0.032 1.460 -0.192 0.361 -1.250 0.23
H 0.719 1.096 0.907 -0.976 0.060 1.184 0.15
H 0.447 -1.724 -0.263 0.142 1.403 1.350 0.19
H -0.093 -1.298 1.578 0.400 0.402 -2.355 0.20
H -3.114 -1.401 -0.664 1.234 0.639 0.676 0.23
```
Positions in Å, forces in eV/Å.

lowest unoccupied orbital energy	-11.81	eV
SMILES string	C[NH2+]C[C@]12N=[N+]1N2
net charge	+2
Kohn-Sham gap	0.3364	Eh
molecular weight	100.12	g mol⁻¹